Record 1
The following is a DFT calculation (wB97M-V/def2-TZVPD) of a molecular structure, C4H22O9Sr at a distorted geometry.

Positions of all 36 atoms, in Å:
1 Sr 5.015 26.048 -11.593
2 O 5.812 25.591 -9.208
3 H 6.584 25.968 -8.763
4 H 5.224 25.312 -8.490
5 O 3.262 24.352 -12.769
6 H 3.891 23.801 -13.247
7 H 2.944 23.786 -12.048
8 O 5.996 23.784 -12.099
9 H 6.357 23.161 -11.448
10 H 6.055 23.313 -12.942
11 O 7.606 26.457 -11.672
12 H 7.924 27.366 -11.767
13 H 8.333 25.989 -11.237
14 O 3.167 26.817 -9.901
15 H 2.335 27.126 -10.293
16 H 3.105 27.062 -8.967
17 C 4.960 29.662 -10.498
18 C 5.765 30.052 -9.283
19 O 6.994 30.576 -9.732
20 O 5.562 28.656 -11.306
21 H 4.738 30.605 -11.019
22 H 3.943 29.338 -10.259
23 H 5.857 29.193 -8.607
24 H 5.205 30.804 -8.723
25 H 7.704 30.134 -9.255
26 H 6.210 29.122 -11.854
27 C 4.552 26.350 -14.979
28 C 3.882 27.636 -14.555
29 O 3.325 27.578 -13.201
30 O 5.620 25.936 -14.083
31 H 4.978 26.573 -15.961
32 H 3.843 25.537 -15.145
33 H 3.022 27.776 -15.210
34 H 4.598 28.458 -14.574
35 H 2.801 28.382 -13.119
36 H 6.248 25.496 -14.670

Force components x, y, z for each atom (eV/Å):
Sr -0.21 0.87 -0.26
O -0.03 0.00 0.41
H -0.09 -0.10 -0.12
H 0.17 -0.04 -0.11
O 0.13 0.17 0.60
H -0.22 -0.14 -0.09
H -0.20 -0.03 -0.35
O 0.31 -0.73 0.20
H -0.05 0.13 -0.14
H 0.18 0.10 0.11
O 0.17 0.14 0.25
H 0.01 -0.16 0.01
H -0.09 -0.01 -0.21
O -0.30 0.10 -0.11
H 0.11 -0.14 0.13
H 0.04 -0.06 -0.13
C -1.36 1.04 0.34
C -0.48 -0.46 0.12
O 0.28 -0.44 0.08
O 0.37 0.21 -0.36
H 0.58 -0.33 -0.58
H 0.29 -0.38 0.38
H 0.37 0.01 -0.07
H -0.03 0.14 -0.05
H 0.08 0.31 -0.01
H -0.03 -0.15 0.13
C -0.16 0.24 -0.45
C -0.40 -0.33 0.87
O 0.61 -0.48 -0.41
O -0.56 0.13 -0.61
H 0.06 -0.01 0.07
H -0.06 0.03 0.38
H 0.34 0.29 -0.37
H -0.10 0.08 -0.29
H -0.02 -0.06 0.23
H 0.31 0.07 0.43

- charge = +2
- spin multiplicity = 1
- energy relative to the best compared isomer or geometry (same formula, charge and spin) (kJ/mol) = 87.7
- HOMO level (eV) = -16.003

---

Record 2
The following is a DFT calculation (wB97M-V/def2-TZVPD) of 11 unconnected molecules or ions with the total composition C4H23Cl4O10 at a distorted geometry.

Positions of all 41 atoms, in Å:
1 C -0.470 -0.371 -0.628
2 C 0.013 -0.247 0.764
3 O -0.424 -1.031 1.625
4 O 0.710 0.700 1.165
5 H -1.431 -0.882 -0.684
6 H 0.100 -1.066 -1.245
7 H -0.662 0.554 -1.171
8 O 1.620 1.148 3.799
9 H 1.488 1.114 2.852
10 H 0.735 1.158 4.165
11 O -0.697 -3.701 0.531
12 H -0.682 -3.470 -0.398
13 H -0.685 -2.860 0.987
14 O -2.199 -0.793 3.652
15 H -1.622 -0.834 2.889
16 H -2.989 -1.261 3.381
17 O 0.045 -3.946 3.637
18 H 0.823 -3.451 3.893
19 H -0.167 -3.623 2.761
20 O -1.695 4.094 -1.429
21 H -0.996 4.491 -0.908
22 H -1.628 3.157 -1.245
23 O 3.315 -0.828 1.723
24 H 3.145 -1.255 2.563
25 H 2.584 -0.220 1.611
26 O -1.600 2.519 2.018
27 H -2.390 2.082 1.700
28 H -0.889 1.915 1.805
29 O 1.087 2.775 -0.713
30 H 0.905 1.910 -0.345
31 H 1.949 2.686 -1.121
32 C 3.351 0.429 -2.589
33 Cl 4.181 1.905 -1.979
34 Cl 1.622 0.765 -2.980
35 H 3.805 0.079 -3.516
36 H 3.478 -0.435 -1.937
37 C -2.667 -0.614 -5.016
38 Cl -2.454 0.374 -3.550
39 Cl -3.884 -1.947 -4.927
40 H -3.010 0.028 -5.828
41 H -1.712 -1.049 -5.310

Force components x, y, z for each atom (eV/Å):
C -0.89 -0.94 -0.96
C -0.74 1.25 -2.46
O 0.69 -0.55 1.08
O 0.13 -0.65 0.48
H -0.39 -0.01 0.66
H 0.72 0.38 0.10
H 0.63 0.20 0.30
O 0.36 -0.15 0.22
H -0.05 0.20 0.00
H -0.29 0.06 0.19
O -0.02 -0.20 0.08
H 0.00 -0.11 -0.30
H -0.07 0.19 0.07
O -0.13 0.22 0.19
H -0.10 -0.02 0.25
H -0.26 -0.15 0.09
O -0.10 -0.09 0.13
H 0.18 0.11 0.16
H -0.02 -0.20 -0.18
O -0.44 0.12 -0.28
H 0.29 -0.01 0.17
H 0.15 -0.07 0.09
O 0.10 -0.21 -0.45
H 0.03 -0.02 0.32
H 0.00 0.22 0.10
O 0.03 0.13 -0.07
H -0.36 -0.03 0.05
H 0.28 0.06 0.09
O -0.41 0.44 0.16
H 0.14 -0.04 0.17
H 0.28 0.08 -0.16
C 0.14 -0.11 -0.70
Cl -0.40 -0.95 -0.25
Cl 0.82 -0.41 0.07
H 0.06 0.68 -0.07
H -0.42 0.57 0.63
C -0.25 -0.27 -0.74
Cl -0.20 -0.45 -0.31
Cl 0.63 0.66 0.34
H 0.02 0.08 0.36
H -0.16 -0.01 0.36

- spin multiplicity = 2
- ⟨S²⟩ = 0.76
- HOMO level (alpha / beta) (eV) = -11.160 / -11.156

---

Record 3
The following is a DFT calculation (wB97M-V/def2-TZVPD) of a molecular structure, C4H23N2O7S at a distorted geometry.

Positions of all 37 atoms, in Å:
1 C 0.617 0.514 -0.189
2 N 0.767 -0.798 0.448
3 C 1.556 -0.772 1.640
4 O 2.789 -1.246 1.385
5 C -0.869 1.278 0.251
6 C -0.506 2.319 1.322
7 S 0.337 3.773 0.626
8 N -1.418 1.783 -1.052
9 H 0.693 0.274 -1.263
10 H 1.559 1.183 -0.078
11 H 1.008 -1.629 -0.269
12 H 1.205 -1.536 2.377
13 H 1.668 0.293 2.028
14 H -1.516 0.478 0.770
15 H 0.182 1.870 2.195
16 H -1.423 2.606 1.987
17 H 1.429 3.188 0.101
18 H -2.160 2.501 -0.969
19 H -0.698 2.004 -1.732
20 H -0.976 -0.612 -1.924
21 H -2.246 0.041 -2.085
22 O -1.852 -0.793 -2.421
23 H 4.065 -0.395 -1.063
24 H 3.099 -0.896 0.249
25 O 3.224 -0.464 -0.954
26 H -0.633 -4.632 1.010
27 H -1.248 -3.617 0.021
28 O -0.804 -4.372 0.165
29 H -3.737 -0.990 1.923
30 H -3.255 -0.613 0.561
31 O -4.001 -0.453 1.210
32 H -1.988 -1.891 -0.768
33 H -0.991 -1.489 0.461
34 O -1.896 -1.934 0.203
35 H 2.751 1.059 -1.459
36 H 2.751 1.979 -2.834
37 O 2.520 1.989 -1.874

Force components x, y, z for each atom (eV/Å):
C -0.58 0.06 -0.14
N -1.88 -0.85 -2.08
C 1.20 -1.13 0.98
O 2.59 -0.17 -1.62
C 2.49 -1.44 -0.89
C 0.05 -0.55 2.75
S -0.32 0.44 0.39
N -1.06 -0.50 1.37
H -0.67 0.61 0.11
H -2.00 -1.01 0.56
H -0.01 2.76 2.45
H -0.82 1.13 0.18
H -1.02 -0.88 -0.15
H 0.85 1.30 -1.18
H -1.31 0.58 -2.24
H 1.37 0.13 -1.64
H -0.22 -0.17 0.06
H 1.08 -0.53 -0.06
H -0.11 0.37 0.47
H -1.54 -0.77 -1.47
H -0.25 -0.18 -0.35
O 1.96 0.97 1.67
H 8.50 0.62 -1.23
H -0.52 0.02 0.73
O -8.23 -0.54 1.49
H 0.31 -0.28 3.51
H -2.53 4.36 0.38
O 2.40 -4.52 -3.72
H 0.45 -1.10 1.37
H -1.15 -0.09 0.99
O 0.42 1.17 -2.21
H 0.15 0.36 0.19
H -1.13 -0.73 -0.76
O 1.17 0.70 0.36
H 0.12 0.82 -1.06
H -0.18 -0.29 1.40
O 0.45 -0.66 -0.62

- charge = -1
- spin multiplicity = 1
- energy relative to the best compared isomer or geometry (same formula, charge and spin) (kJ/mol) = 0.0
- HOMO level (eV) = -4.933

---

Record 4
The following is a DFT calculation (wB97M-V/def2-TZVPD) of 6 unconnected molecules or ions with the total composition C4H23N3O5 at a distorted geometry.

Positions of all 35 atoms, in Å:
1 N -1.213 -1.773 1.289
2 C -0.145 -2.841 0.829
3 C 0.993 -2.117 0.111
4 N 0.456 -1.124 -0.865
5 C 1.356 0.112 -0.881
6 C 1.048 0.863 -2.168
7 N 0.045 1.915 -1.956
8 H -1.954 -2.090 1.845
9 H -0.736 -1.043 1.763
10 H -0.633 -3.363 -0.085
11 H 0.137 -3.639 1.516
12 H 1.736 -1.745 0.835
13 H 1.574 -2.922 -0.433
14 H -0.421 -0.939 -0.611
15 H 2.455 -0.232 -0.738
16 H 1.292 0.669 0.000
17 H 0.461 0.037 -2.765
18 H 1.785 1.297 -2.983
19 H 0.348 2.434 -1.064
20 H -0.877 1.675 -1.889
21 O -1.774 2.482 2.296
22 H -1.190 2.065 2.921
23 H -2.133 1.837 1.665
24 O -2.264 0.928 -0.086
25 H -3.091 0.822 -0.571
26 H -2.071 0.077 0.293
27 O 1.327 1.178 2.894
28 H 1.819 1.651 2.116
29 H 0.938 1.955 3.197
30 O 0.522 3.115 1.056
31 H -0.138 3.205 1.726
32 H 0.123 2.673 0.381
33 O -0.060 -2.717 -3.228
34 H 0.379 -2.370 -2.461
35 H -0.094 -2.076 -3.951

Force components x, y, z for each atom (eV/Å):
N 2.45 -1.11 -1.97
C -2.83 0.76 -2.59
C 0.56 -1.03 0.04
N 6.51 -0.79 0.19
C 1.96 -2.73 -1.38
C -1.99 -0.66 -3.10
N 4.12 2.54 1.76
H -0.92 -0.96 0.92
H 0.58 0.59 0.83
H 0.25 0.50 1.72
H 0.10 0.53 0.37
H -0.38 0.58 -0.13
H -0.57 0.77 0.35
H -4.18 1.33 1.17
H -1.65 0.09 -0.98
H -0.88 1.35 1.37
H 1.32 1.57 0.70
H -0.55 -1.11 2.42
H -0.91 -0.82 -2.60
H -2.52 -1.19 0.43
O -0.61 0.70 0.07
H -0.09 -0.81 0.20
H 0.34 -0.02 0.06
O -0.34 0.90 -0.21
H 0.05 -0.02 0.10
H 0.18 -1.22 0.26
O 2.50 -0.55 -2.92
H -1.18 -1.64 1.68
H -1.26 1.96 1.46
O 3.29 2.18 2.04
H -1.13 0.18 0.33
H -2.05 -1.89 -2.41
O -0.72 -1.10 -1.31
H 0.29 1.15 0.50
H 0.28 -0.02 0.65

- spin multiplicity = 1
- SMILES string = NCCNCCN.O.O.O.O.O
- energy relative to the best compared isomer or geometry (same formula, charge and spin) (kJ/mol) = 184.3
- HOMO level (eV) = -9.129